Record 1
Below is a molecular structure, C17H29GeN3O7W in a non-equilibrium geometry, with properties calculated with wB97M-V/def2-TZVPD.

```
58
Properties=species:S:1:pos:R:3:forces:R:3
W 0.708157 -0.961698 0.189688 -1.857 -1.654 -0.840
O 1.478557 -3.448198 -3.208812 0.091 0.052 1.888
C 1.343757 -2.938698 -2.004412 -1.811 4.281 -2.524
O 0.858157 -1.732998 -1.821112 1.155 -3.400 -1.672
C 1.716057 -3.660698 -0.843712 0.668 -1.078 3.387
C 2.181457 -4.990398 -0.718812 -0.628 1.613 -1.078
C 2.379657 -5.522498 0.531288 -0.088 0.438 1.568
C 2.129557 -4.741998 1.686488 0.266 -0.848 -1.064
C 1.728457 -3.440298 1.512688 -0.304 1.109 -1.192
N 1.529257 -2.876998 0.288388 1.034 -3.598 0.205
C 1.455157 -2.427698 2.597188 0.083 0.123 0.329
O 1.453257 -2.629498 3.770988 0.112 0.039 -0.932
O 1.201657 -1.225098 2.015488 -0.071 0.105 2.032
H 1.192957 -2.846498 -3.916512 -0.122 0.255 0.013
H 2.351957 -5.560098 -1.619112 0.012 -0.119 -0.080
H 2.719357 -6.539398 0.643688 0.041 -0.144 -0.017
H 2.248957 -5.148998 2.679188 0.016 0.028 0.118
N 3.678657 -0.901598 0.644688 0.848 0.187 0.186
N 3.378757 0.438902 1.021688 0.482 -0.506 -0.569
C 2.379857 1.032602 0.310988 0.984 2.848 2.098
O 1.918157 2.124902 0.539788 0.798 -0.404 -0.456
O 1.849757 0.221702 -0.593612 0.563 0.357 -1.989
H 4.119857 -1.366798 1.440088 -0.180 0.232 -0.097
H 4.365957 -0.908798 -0.118512 -0.137 0.076 0.307
H 4.070357 1.014402 1.497388 -0.269 -0.077 -0.170
C -1.648043 -2.862098 0.771888 -0.607 -0.451 0.346
O -0.885043 -1.771998 0.277188 -0.511 -0.583 -0.438
H -2.714343 -2.676598 0.611488 0.264 0.049 0.010
H -1.448643 -2.982698 1.847988 -0.077 0.089 -0.335
H -1.357743 -3.772998 0.229188 -0.030 0.256 0.081
C -0.366743 4.881902 0.090288 -0.085 -0.004 0.065
C -1.714243 4.333102 0.515888 -0.253 -0.072 -0.311
C -1.723043 3.625302 1.859888 -0.108 0.053 0.185
C -0.550043 2.709902 2.174488 0.724 -1.057 -0.265
Ge -0.574143 0.922602 1.136488 -2.515 3.675 0.883
C -0.993343 1.088902 -0.911512 0.652 -1.289 -0.231
C -2.492143 0.905502 -1.135712 -0.004 -0.240 0.091
C -2.920143 1.070702 -2.603412 0.153 0.116 0.295
C -2.669843 2.460702 -3.166412 -0.098 -0.139 -0.091
H -0.464943 5.421002 -0.846912 0.075 0.074 -0.116
H 0.365757 4.088802 -0.038412 0.149 -0.043 -0.076
H 0.015557 5.573602 0.835988 0.131 0.126 0.086
H -2.092743 3.660402 -0.262412 -0.009 0.031 -0.001
H -2.433043 5.156802 0.570788 -0.002 -0.133 -0.044
H -2.671143 3.101902 2.001788 -0.054 0.009 0.047
H -1.680443 4.397802 2.639488 -0.056 -0.138 0.009
H -0.623743 2.383002 3.215088 0.070 -0.047 -0.060
H 0.400357 3.217102 2.037288 0.022 -0.115 0.004
H -2.028443 0.519602 1.547988 0.432 -0.599 0.163
H -0.435843 0.339502 -1.541112 -0.518 0.745 -0.167
H -0.662443 2.081402 -1.229312 0.576 -0.188 0.374
H -3.037843 1.635802 -0.531312 0.001 -0.145 0.070
H -2.778943 -0.095898 -0.801212 -0.138 0.075 0.110
H -3.990243 0.864802 -2.647612 0.007 -0.144 -0.045
H -2.404343 0.325502 -3.210912 -0.043 -0.122 -0.093
H -3.142043 3.221602 -2.547612 0.020 0.098 0.065
H -3.107943 2.533202 -4.159812 0.054 0.080 -0.059
H -1.607743 2.678302 -3.254612 0.094 0.117 -0.007
```
Positions in Å, forces in eV/Å.

Computed properties:
E_HOMO: -14.8 eV
frontier orbital gap: 5.72 eV
LUMO energy: -0.33451 Eh
net charge: +2

Atom charges from the Löwdin analysis, given in e for atoms 1 to 6: atom 1 (W): 1.710, atom 2 (O): 0.247, atom 3 (C): -0.309, atom 4 (O): -0.064, atom 5 (C): -0.105, atom 6 (C): 0.089



Record 2
Below is a molecular structure, C17H29IN6O3STi in a non-equilibrium geometry, with properties calculated with wB97M-V/def2-TZVPD.

```
58
Properties=species:S:1:pos:R:3:forces:R:3
Ti -1.189201 -0.757089 1.115500 1.343 2.187 0.231
C -3.475054 -0.780293 -1.021038 -0.236 -1.054 -0.185
C -2.279667 -0.375338 -1.828637 -0.047 0.682 -0.078
N -1.247431 0.249701 -0.948071 -1.046 2.388 -0.389
C -1.548203 1.754254 -0.771395 -0.169 0.210 -1.844
C -1.729674 2.278621 0.647009 0.640 -0.142 -1.215
N -2.183272 1.226576 1.552385 -1.045 1.197 0.897
C -3.663880 1.058869 1.486151 -1.427 1.250 -0.670
C -4.176165 -0.409625 1.252879 1.321 1.277 0.053
N -3.145289 -1.108425 0.361367 -3.367 -0.534 0.847
H -4.282240 -0.064811 -1.084808 0.060 0.666 0.331
H -3.915202 -1.629836 -1.508306 -0.241 -0.702 -0.284
H -1.868314 -1.225872 -2.344782 0.507 -0.332 0.079
H -2.752083 0.257353 -2.614378 1.089 0.182 0.205
H -0.336117 0.176073 -1.406090 0.031 -0.152 -0.031
H -0.686137 2.380496 -1.152415 -0.924 -0.911 -0.159
H -2.468315 2.035612 -1.384938 1.188 -0.566 0.565
H -0.738714 2.631854 0.892799 0.184 -0.143 0.987
H -2.358484 3.185286 0.554536 -0.086 -0.479 0.508
H -1.977410 1.635317 2.473658 0.081 -0.871 -0.173
H -4.138093 1.498735 2.398294 0.366 -0.631 -0.465
H -4.064709 1.772623 0.678012 0.589 -1.222 0.761
H -4.114721 -0.912494 2.224341 -0.542 -0.096 -0.364
H -5.214738 -0.263286 0.806379 1.231 -0.932 0.633
H -3.230192 -2.139805 0.598412 0.129 1.508 -0.644
N 4.839740 -0.320400 4.997459 1.414 -0.352 1.029
C 3.948894 -0.081430 4.324522 -1.589 0.705 -1.487
C 2.802921 0.205617 3.516452 0.306 -0.337 0.834
C 1.532634 0.099276 4.169276 -1.894 -0.835 -2.386
C 0.364109 -0.045335 3.386653 2.064 -0.067 1.418
N 0.486232 0.039497 2.001102 -1.756 0.226 0.511
C 1.659171 0.410012 1.409985 1.462 -0.103 -0.356
C 2.869882 0.387377 2.114325 -1.984 0.481 -0.960
H 1.506461 -0.170078 5.190998 -0.100 0.135 0.990
H -0.610303 -0.438861 3.841678 1.575 0.897 -0.842
H 1.535683 0.604937 0.295485 0.702 -0.385 1.514
H 3.800670 0.540192 1.596817 0.185 0.044 -0.017
O -2.496968 -3.834429 2.342538 1.759 0.172 0.945
N -1.598964 -3.156495 2.796175 -2.743 0.214 -1.343
O -1.872287 -1.848885 2.455418 0.307 -1.695 1.996
O 1.267973 -0.250488 -2.198490 -0.187 0.566 -0.014
S 1.795611 0.232659 -3.527378 -0.398 -0.131 0.080
C 2.841090 1.749623 -3.258758 -0.433 -1.301 0.150
C 4.246084 1.258453 -3.331545 2.740 1.561 0.141
C 4.304380 -0.236511 -3.012524 0.880 0.039 3.532
C 3.187600 -0.935779 -3.733631 0.019 -0.621 -0.412
H 2.641778 2.209579 -2.305586 -0.528 -0.236 0.485
H 2.555541 2.430346 -4.018612 -0.190 0.683 -0.837
H 4.905768 1.869056 -2.623746 -0.912 -1.009 -0.512
H 4.755201 1.560658 -4.299052 -0.829 -0.929 0.599
H 4.152527 -0.451945 -1.853650 0.063 0.892 -2.149
H 5.352182 -0.535713 -3.123188 -0.391 -0.609 -0.629
H 2.730792 -1.853423 -3.220513 1.000 1.166 -0.896
H 3.518330 -1.110453 -4.782238 -0.852 0.009 0.480
I 1.227287 -3.289230 0.985235 0.127 0.228 0.072
C -0.427069 -2.246975 0.008381 0.556 -3.238 -1.810
H -1.062306 -3.166700 -0.136562 0.150 0.783 0.057
H 0.022637 -2.098636 -0.983918 -0.150 0.266 0.223
```
Positions in Å, forces in eV/Å.

Computed properties:
spin multiplicity: 3
E_HOMO (alpha / beta): -4.7 / -7.8 eV
frontier orbital gap (alpha / beta): 4.62 / 7.69 eV
LUMO energy (alpha / beta): -0.00197 / -0.00312 Eh

Atom charges from the natural (NBO) analysis, given in e for atoms 1 to 6: atom 1 (Ti): 1.504, atom 2 (C): -0.243, atom 3 (C): -0.222, atom 4 (N): -0.696, atom 5 (C): -0.236, atom 6 (C): -0.238



Record 3
Below is a molecular structure, C17H29LuN7O7Se in a non-equilibrium geometry, with properties calculated with wB97M-V/def2-TZVPD.

```
62
Properties=species:S:1:pos:R:3:forces:R:3
Lu 0.107715 0.888624 -0.674464 -0.247 -2.141 -0.670
O 1.565004 -0.928495 -1.188272 -0.113 0.273 -0.025
C 2.947898 -0.623285 -1.394033 -0.042 -0.078 0.053
C 3.464205 0.156994 -0.202415 0.019 0.030 0.057
N 2.591347 1.307744 0.049042 -0.089 0.251 0.008
C 2.871630 2.463288 -0.833558 -0.038 -0.154 -0.028
C 1.756862 2.695133 -1.847639 0.315 0.268 -0.495
O 1.453120 3.834974 -2.152698 -0.072 -0.038 -0.209
O 1.207958 1.608667 -2.319286 0.430 0.535 0.014
C 2.474840 1.692597 1.462387 0.010 0.014 -0.029
C 1.024422 2.020000 1.807452 -0.116 0.189 -0.246
O 0.628703 1.903896 2.951711 -0.029 0.127 0.098
O 0.290625 2.340394 0.774415 0.186 0.591 1.152
H 1.475684 -1.819817 -0.764235 0.007 -0.302 0.046
H 3.023081 -0.039981 -2.308869 -0.055 0.008 -0.022
H 3.512350 -1.548423 -1.523887 0.020 -0.002 0.012
H 4.501066 0.465828 -0.378427 0.022 -0.011 0.040
H 3.447382 -0.484065 0.680212 -0.026 -0.023 -0.019
H 3.786170 2.300418 -1.412808 0.050 -0.038 0.096
H 2.992661 3.376213 -0.256879 0.033 0.003 0.043
H 3.087530 2.561289 1.720955 0.079 -0.034 -0.016
H 2.780027 0.870103 2.104873 0.047 -0.010 -0.015
N -1.254422 -0.463298 -2.310600 0.085 0.070 -0.056
C -1.745674 -1.862411 -2.398948 -0.033 0.046 0.040
C -0.626135 -2.884439 -2.632338 0.050 0.033 0.006
C -0.640400 -4.053084 -1.644167 -0.056 -0.047 -0.076
C -0.265648 -3.709643 -0.210691 0.037 0.062 0.007
N 1.179503 -3.441685 -0.089434 -0.014 0.180 -0.047
H -2.059397 0.154121 -2.387757 0.044 -0.026 -0.024
H -0.690952 -0.262379 -3.137843 -0.033 -0.025 0.012
H -2.473961 -1.928652 -3.208988 -0.058 -0.074 0.026
H -2.283668 -2.081783 -1.474577 0.036 0.037 0.042
H 0.338075 -2.374844 -2.606277 -0.007 -0.030 0.044
H -0.724106 -3.297268 -3.636998 0.015 0.034 -0.023
H 0.038987 -4.830543 -2.007082 -0.021 -0.025 0.023
H -1.635416 -4.506978 -1.639008 0.005 0.015 -0.017
H -0.583799 -4.522487 0.447848 0.021 -0.028 0.006
H -0.793397 -2.807291 0.111828 -0.016 -0.025 0.005
H 1.709513 -4.232284 -0.440941 -0.007 0.012 -0.014
H 1.439522 -3.324842 0.883450 -0.002 -0.003 0.042
Se -1.366769 4.116073 -2.461287 0.380 -0.055 -0.183
N -2.702262 4.676197 -1.490672 -0.115 -0.162 0.129
C -3.027538 3.698528 -0.648122 -0.149 0.080 0.075
C -4.018547 3.730530 0.369193 0.027 -0.028 0.059
C -4.163935 2.609186 1.128112 -0.022 0.066 -0.042
C -3.344595 1.468296 0.895438 0.028 -0.164 0.031
N -2.432699 1.383267 -0.036939 0.061 0.119 0.153
C -2.276359 2.499327 -0.795130 -0.177 0.028 -0.327
N -1.340360 2.493096 -1.740264 -0.445 0.573 0.298
H -4.613386 4.619512 0.530401 0.005 -0.006 -0.033
H -4.895348 2.569143 1.922786 0.012 -0.018 -0.004
H -3.468302 0.591479 1.522691 -0.008 0.026 0.015
N -0.186044 -1.198426 4.649368 0.004 0.007 0.197
C -0.838377 -0.634050 3.479960 -0.057 -0.032 0.096
C 0.056477 -0.826976 2.285519 0.172 0.235 -0.010
O 1.233989 -1.338541 2.548569 -0.009 0.094 -0.286
O -0.272676 -0.491940 1.157154 0.060 -0.246 -0.145
H -0.055969 -0.516807 5.382937 -0.027 0.027 0.030
H 1.235660 -1.439347 3.540765 -0.148 -0.165 0.075
H -0.675463 -1.996383 5.028814 0.025 0.005 0.026
H -0.954615 0.448276 3.563617 -0.050 -0.026 -0.022
H -1.811788 -1.072751 3.256036 0.001 -0.024 0.028
```
Positions in Å, forces in eV/Å.

Computed properties:
E_HOMO: -11.7 eV
frontier orbital gap: 7.83 eV
LUMO energy: -0.14337 Eh
net charge: +1

Atom charges from the natural (NBO) analysis, given in e for atoms 1 to 6: atom 1 (Lu): 1.919, atom 2 (O): -0.804, atom 3 (C): -0.072, atom 4 (C): -0.235, atom 5 (N): -0.482, atom 6 (C): -0.333



Record 4
Below is a molecular structure, C17H29N2O4PPtS3, with properties calculated with wB97M-V/def2-TZVPD.

```
57
Properties=species:S:1:pos:R:3:forces:R:3
Pt -0.109933 -0.043472 -1.283727 -0.130 0.123 -0.257
C -3.070264 0.647762 -1.103412 0.007 0.048 -0.015
C -2.604984 1.810632 -1.982743 -0.024 -0.046 0.047
N -1.137299 1.878404 -2.088372 0.160 0.001 0.069
C -0.611686 2.115845 -3.436231 -0.004 0.033 -0.017
C -0.809733 0.917153 -4.361249 0.058 -0.046 -0.027
S -0.117418 -0.632962 -3.686897 -0.036 -0.041 0.153
C -1.570192 -1.721517 -3.555999 -0.003 0.033 -0.001
C -2.750739 -1.155290 -2.771741 0.028 -0.025 -0.023
N -2.376230 -0.598990 -1.462994 0.037 -0.037 0.080
H -2.827126 0.859681 -0.063195 0.001 0.003 -0.001
H -4.157943 0.548624 -1.187502 0.016 0.006 -0.014
H -3.016253 1.715393 -2.988482 -0.001 0.005 0.011
H -3.008119 2.739614 -1.574766 -0.002 -0.017 -0.010
H -0.757457 2.549582 -1.430068 -0.053 0.029 -0.060
H -1.075616 2.989875 -3.907850 -0.001 -0.015 0.017
H 0.455106 2.319504 -3.334622 -0.017 0.014 -0.007
H -1.859439 0.744672 -4.591871 -0.020 0.011 -0.003
H -0.303349 1.110128 -5.305908 -0.014 0.004 0.008
H -1.890455 -2.011720 -4.556938 -0.005 0.005 0.010
H -1.166814 -2.609352 -3.064720 -0.012 0.003 -0.016
H -3.234554 -0.370785 -3.352894 0.002 -0.014 -0.002
H -3.494333 -1.948846 -2.658068 0.010 0.014 0.000
H -2.497358 -1.284893 -0.725337 -0.053 0.038 -0.050
C 5.208246 -1.799345 -1.897587 -0.032 -0.011 0.007
C 3.863888 -2.340848 -1.481526 -0.011 -0.021 -0.043
O 3.560598 -1.887889 -0.132936 0.009 -0.001 0.107
P 2.382784 -0.886457 0.181130 0.359 -0.066 -0.050
S 2.344158 0.698023 -0.982009 -0.101 -0.109 -0.014
S 0.633007 -1.998668 0.002303 0.055 0.124 -0.109
O 2.617811 -0.516915 1.678519 -0.197 0.028 0.068
C 2.827212 -1.533876 2.710653 0.157 -0.035 -0.048
C 2.208936 -1.054766 3.995937 0.046 0.030 -0.035
H 5.464448 -2.182671 -2.885284 0.009 -0.002 -0.015
H 5.980498 -2.110080 -1.195886 0.009 -0.007 0.010
H 5.186749 -0.711297 -1.940460 -0.004 0.013 -0.002
H 3.854218 -3.429147 -1.435782 -0.006 0.035 -0.001
H 3.073208 -2.007556 -2.158188 0.018 -0.010 0.012
H 3.906823 -1.653032 2.792341 -0.026 -0.037 0.009
H 2.394005 -2.477744 2.375177 -0.034 0.022 0.010
H 2.592939 -0.070826 4.262098 0.008 0.007 0.005
H 2.464772 -1.751468 4.794323 -0.010 -0.010 0.011
H 1.127016 -1.006773 3.909978 -0.106 0.022 -0.007
O -0.627931 -1.036427 1.721424 0.134 -0.139 0.173
C -0.665200 0.242443 1.707605 -0.418 0.150 -0.078
O -0.411118 0.968508 0.687929 0.034 -0.074 0.062
C -1.134556 0.901754 2.904325 0.103 -0.001 0.071
C -1.060273 2.369478 3.031736 0.007 -0.025 0.040
C -1.227218 2.936637 4.234541 0.005 -0.015 -0.063
C -1.560394 2.140409 5.400531 -0.045 -0.020 -0.025
C -1.787000 0.721108 5.248837 0.023 -0.013 -0.063
C -1.623403 0.118604 4.061589 0.048 0.038 0.028
H -0.814032 2.948060 2.154113 0.006 -0.003 0.000
H -1.124907 4.007248 4.348525 -0.016 0.024 0.009
H -1.737590 2.619601 6.350475 0.043 0.005 0.024
H -2.113502 0.150295 6.107401 -0.022 -0.005 0.018
H -1.812007 -0.935420 3.923753 0.012 -0.022 -0.006
```
Positions in Å, forces in eV/Å.

Computed properties:
spin multiplicity: 6
E_HOMO (alpha / beta): -8.2 / -11.7 eV
frontier orbital gap (alpha / beta): 6.12 / 6.69 eV
LUMO energy (alpha / beta): -0.07764 / -0.18356 Eh
net charge: +1

Atom charges from the natural (NBO) analysis, given in e for atoms 1 to 6: atom 1 (Pt): 0.864, atom 2 (C): -0.234, atom 3 (C): -0.244, atom 4 (N): -0.646, atom 5 (C): -0.232, atom 6 (C): -0.552